The following is a quantum chemistry calculation of C31H34ClN2O4PRb as an isolated structure in a non-equilibrium geometry, from the OMol25 dataset.

Cartesian coordinates (Å):
Rb1 -0.268 0.982 -1.466
N1 2.777 1.250 0.519
C1 3.565 2.432 0.232
C2 4.698 2.109 -0.751
C3 4.204 2.070 -2.199
N2 3.107 1.143 -2.305
H1 1.896 1.504 0.951
H2 3.273 0.633 1.154
H3 4.007 2.884 1.140
H4 2.905 3.174 -0.224
H5 5.120 1.134 -0.498
H6 5.492 2.854 -0.666
H7 5.060 1.826 -2.867
H8 3.840 3.066 -2.478
H9 3.416 0.204 -2.084
H10 2.692 1.110 -3.228
O1 -0.498 2.733 0.472
C4 -0.535 1.836 1.315
C5 -1.160 1.936 2.657
C6 -1.451 2.946 3.566
C7 -2.149 2.607 4.712
C8 -2.526 1.289 4.955
C9 -2.176 0.268 4.088
C10 -1.448 0.592 2.955
P1 -0.729 -0.330 1.546
C11 -1.240 -2.057 2.248
C12 -0.168 -2.632 2.924
C13 -0.249 -3.885 3.499
C14 -1.425 -4.607 3.386
C15 -2.508 -4.052 2.724
C16 -2.418 -2.791 2.161
C17 -2.068 -0.324 0.286
C18 -2.116 -1.403 -0.595
C19 -2.979 -1.411 -1.673
C20 -3.825 -0.330 -1.881
C21 -3.819 0.731 -0.990
C22 -2.951 0.734 0.091
H11 -1.171 3.973 3.366
H12 -2.434 3.371 5.423
H13 -3.109 1.070 5.841
H14 -2.447 -0.755 4.305
H15 0.752 -2.058 2.987
H16 0.603 -4.305 4.018
H17 -1.495 -5.602 3.808
H18 -3.432 -4.612 2.639
H19 -3.278 -2.375 1.651
H20 -1.451 -2.243 -0.429
H21 -2.975 -2.240 -2.366
H22 -4.499 -0.327 -2.727
H23 -4.502 1.560 -1.129
H24 -2.968 1.567 0.784
C23 0.463 4.180 -2.669
C24 0.397 3.255 -3.885
O2 -0.574 2.254 -3.701
H25 1.144 5.011 -2.846
H26 0.797 3.614 -1.800
H27 -0.532 4.574 -2.468
H28 1.384 2.813 -4.065
H29 0.120 3.849 -4.774
H30 -0.135 1.370 -3.739
Cl1 1.957 -5.107 0.893
C25 1.431 -3.956 -0.295
C26 0.633 -4.380 -1.343
C27 0.220 -3.456 -2.286
C28 0.618 -2.127 -2.208
C29 1.411 -1.724 -1.141
C30 1.818 -2.634 -0.181
C31 0.090 -1.124 -3.240
O3 -0.996 -1.379 -3.762
O4 0.795 -0.108 -3.455
H31 0.325 -5.412 -1.402
H32 -0.435 -3.752 -3.092
H33 1.707 -0.688 -1.048
H34 2.417 -2.317 0.659

Total energy = -66336.6769 eV
Gap between HOMO and LUMO = 0.205 Eh
M = 650.5 g mol⁻¹
Net charge = -1
HOMO = -3.3485 eV